1.
{"formula": "C42H46N6O2P2Ti", "method": "ωB97M-V/def2-TZVPD", "homo_ev": [-13.164, -13.162], "total_charge": 2, "max_force_ev_per_a": 5.65, "e_lumo_ev": [-8.20, -8.73], "homo_lumo_gap_ev": [4.961, 4.429], "e_tot_ha": -3638.453133, "symbols": ["Ti", "P", "P", "O", "O", "N", "N", "N", "N", "N", "N", "C", "C", "C", "C", "C", "C", "C", "C", "C", "C", "C", "C", "C", "C", "C", "C", "C", "C", "C", "C", "C", "C", "C", "C", "C", "C", "C", "C", "C", "C", "C", "C", "C", "C", "C", "C", "C", "C", "C", "C", "C", "C", "H", "H", "H", "H", "H", "H", "H", "H", "H", "H", "H", "H", "H", "H", "H", "H", "H", "H", "H", "H", "H", "H", "H", "H", "H", "H", "H", "H", "H", "H", "H", "H", "H", "H", "H", "H", "H", "H", "H", "H", "H", "H", "H", "H", "H", "H"], "coordinates": [[-0.13236, 1.29493, -0.49163], [1.72166, -0.25588, -1.13926], [-1.42407, -0.78486, -0.81597], [-0.18143, -1.98896, 3.03490], [-0.97220, 2.09517, 1.26812], [-1.28325, 1.30626, 3.50192], [-0.64906, -0.06805, 1.82805], [2.76728, -1.59023, -0.32557], [-2.53561, 0.43111, -1.50796], [-2.85012, -1.79981, -0.25918], [3.24742, 0.62789, -1.79639], [-0.86718, 0.09495, 4.21354], [4.29709, 0.12550, -2.57460], [2.50470, -0.17378, 5.99936], [-2.16552, 1.83530, -1.51094], [-4.36065, -1.09801, 5.09115], [-0.17836, -0.52851, -5.58052], [4.59588, -2.44932, 0.73048], [0.86432, 3.06039, -4.87666], [1.22922, 0.06655, -5.91222], [-2.81060, -2.33233, 1.03404], [2.46583, 0.97059, 6.80778], [-3.25513, -0.64120, 4.36031], [4.07276, -3.44739, -0.13889], [-4.02028, -2.29451, -0.84787], [-1.84180, -0.95382, 6.31844], [-3.07564, 2.48315, -2.36208], [0.23502, 1.48132, 6.01255], [-4.19702, -1.45388, 6.44321], [1.86420, 0.73299, -4.71735], [3.44309, 2.01223, -1.68026], [-2.93995, -1.39155, 7.05189], [-4.71103, -3.09293, 0.06002], [2.94500, -2.90868, -0.74923], [-3.93698, -3.10967, 1.26152], [5.06894, 1.19080, -3.03249], [1.58422, 1.93119, -4.18960], [-0.35350, 2.52831, -5.64850], [1.31675, 1.78418, 6.84283], [-0.50533, -0.79901, 2.99790], [1.42465, -0.45424, 5.15196], [0.33367, 0.41172, 5.10947], [0.89698, -1.25192, -2.43686], [-1.02160, 1.17589, 2.15784], [-1.12034, 1.63510, -4.73538], [-1.03769, 0.30985, -4.65540], [-0.53119, -1.77985, -2.10287], [-3.48575, 0.26317, -2.50218], [-3.85747, 1.50007, -3.00540], [1.69744, 1.45500, 0.83231], [3.77504, -1.33366, 0.61160], [-2.01734, -0.52850, 4.99815], [4.55218, 2.37746, -2.44372], [1.57240, 0.82392, 1.73175], [-1.18531, -1.80583, -2.98864], [-1.78003, 2.16236, -4.07015], [-3.81609, -0.71277, -2.80062], [2.75833, 2.61788, -1.10078], [-0.95861, 3.37710, -5.99954], [1.41307, -1.37484, 4.56666], [-1.80903, 2.36895, -0.60034], [-4.56967, 1.66205, -3.79790], [-1.97131, -2.11331, 1.67640], [2.11475, 2.22573, -3.28672], [-0.47157, -2.81557, -1.71957], [0.82765, -0.60309, -3.31851], [5.45042, -2.54996, 1.38609], [2.77170, 1.58832, 0.63279], [-4.31701, -2.04161, -1.85092], [2.74059, 0.18849, -4.31250], [-5.06562, -1.77526, 7.02452], [-5.33809, -1.15237, 4.59931], [5.87680, 1.12083, -3.73948], [-4.16865, -3.63397, 2.18479], [3.35837, -0.86256, 6.01829], [-1.55500, 2.20686, 3.91565], [-3.06814, 3.55116, -2.52611], [3.82349, -0.39087, 1.13319], [4.91303, 3.38292, -2.59609], [4.43847, -0.94037, -2.68944], [2.23683, -3.36172, -1.42878], [-0.02399, -1.53449, -5.15320], [-0.01700, 1.99438, -6.54643], [-0.86332, -0.91655, 6.79230], [1.54098, -2.08820, -2.73023], [0.56106, 3.76391, -4.08327], [1.29456, 2.46957, 1.06567], [-2.79437, -1.66836, 8.09533], [1.88645, -0.76396, -6.22532], [1.55300, 3.61511, -5.53868], [-0.70001, -0.69115, -6.54341], [-5.65684, -3.60135, -0.11357], [3.34035, 1.24274, 7.41115], [1.25316, 2.63910, 7.52455], [1.18226, 0.72775, -6.79629], [-0.69715, 2.04313, 6.11026], [-3.36115, -0.35551, 3.30646], [-1.74855, -0.23588, -4.02336], [4.44395, -4.45319, -0.27567]], "forces_ev_per_angstrom": [[0.8, -0.6, 3.8], [5.3, -2.0, -0.2], [-4.3, -0.9, -0.8], [-0.6, 2.4, 0.0], [-0.3, -0.2, -1.2], [0.0, 1.3, -2.4], [0.1, 0.6, -0.6], [-1.3, 1.7, -0.1], [0.7, 0.0, -1.2], [2.3, 0.4, 1.1], [-1.7, -0.4, 1.1], [0.0, -0.2, 0.3], [0.1, 0.5, -0.3], [-0.2, 0.3, 0.1], [-0.5, -0.2, -0.1], [0.4, 0.0, 0.1], [0.2, -0.1, -0.3], [-1.1, 1.0, -0.2], [-0.4, -0.2, 0.4], [0.4, -0.2, -0.5], [-0.6, -0.6, 0.5], [0.0, 0.1, -0.1], [-0.4, -0.1, 0.5], [-1.3, 0.7, -0.4], [-0.9, -0.5, -0.2], [-0.2, 0.2, -0.2], [0.7, -0.7, 0.2], [0.5, -0.1, 0.0], [-0.2, 0.1, -0.2], [0.9, -0.1, -0.2], [0.9, 0.3, -0.7], [-0.2, -0.1, -0.3], [1.2, 0.9, -0.4], [0.4, -0.6, -0.2], [0.9, 0.6, -0.4], [-1.1, -0.9, 0.8], [1.0, 0.3, -0.5], [0.3, 0.4, -0.5], [0.1, -0.3, -0.2], [0.7, -2.4, 0.1], [0.2, 0.1, 0.1], [-0.1, -0.3, 0.2], [-0.4, -0.2, -0.5], [0.3, -0.8, 2.6], [-0.4, 0.0, -0.2], [-0.3, -0.1, -0.9], [0.0, -0.3, 0.4], [0.6, 1.2, 0.7], [0.4, 0.0, 0.5], [0.4, 1.4, 0.5], [0.6, -0.4, 0.2], [0.0, 0.0, 0.0], [-1.4, -0.5, 0.7], [-0.2, 0.1, -0.8], [0.4, -0.1, 0.2], [0.0, -0.1, -0.1], [0.1, 0.1, -0.1], [0.3, 0.0, -0.2], [0.0, -0.3, 0.2], [0.1, 0.3, 0.1], [-1.0, -0.2, -0.2], [-0.1, 0.0, 0.1], [-0.2, -0.2, 0.0], [0.0, -0.1, -0.6], [-0.2, 0.4, 0.1], [0.1, 0.1, 0.4], [-0.1, 0.1, -0.1], [-0.6, -0.3, -0.3], [0.0, -0.3, 0.2], [-1.0, 0.2, 0.1], [0.3, 0.1, -0.2], [0.4, -0.1, 0.3], [0.2, -0.1, 0.2], [0.1, 0.2, -0.3], [-0.3, 0.4, 0.1], [0.3, -0.8, -0.2], [-0.3, 0.0, 0.0], [0.1, 0.0, -0.1], [0.0, -0.1, 0.1], [-0.1, 0.1, -0.1], [0.3, -0.1, 0.1], [-0.2, 0.3, -0.1], [-0.3, 0.4, 0.4], [-0.2, 0.1, -0.1], [-0.1, 0.2, 0.1], [-0.1, 0.0, -0.4], [0.3, -0.4, -0.1], [-0.2, 0.0, -0.3], [-0.3, 0.3, 0.1], [-0.2, -0.3, 0.3], [0.1, 0.0, 0.5], [0.3, 0.3, -0.1], [-0.5, -0.2, -0.1], [0.1, -0.4, -0.3], [0.0, -0.4, 0.5], [0.3, 0.0, -0.1], [0.0, -0.1, 0.4], [0.4, 0.3, -0.2], [-0.1, 0.1, 0.0]]}

---

2.
{"formula": "C42H46NO8Si", "method": "ωB97M-V/def2-TZVPD", "homo_ev": -10.975, "total_charge": 1, "max_force_ev_per_a": 1.26, "e_lumo_ev": -2.87, "homo_lumo_gap_ev": 8.102, "e_tot_ha": -2574.086022, "symbols": ["Si", "O", "O", "O", "O", "O", "O", "O", "O", "N", "C", "C", "C", "C", "C", "C", "C", "C", "C", "C", "C", "C", "C", "C", "C", "C", "C", "C", "C", "C", "C", "C", "C", "C", "C", "C", "C", "C", "C", "C", "C", "C", "C", "C", "C", "C", "C", "C", "C", "C", "C", "C", "H", "H", "H", "H", "H", "H", "H", "H", "H", "H", "H", "H", "H", "H", "H", "H", "H", "H", "H", "H", "H", "H", "H", "H", "H", "H", "H", "H", "H", "H", "H", "H", "H", "H", "H", "H", "H", "H", "H", "H", "H", "H", "H", "H", "H", "H"], "coordinates": [[1.74699, -3.51729, 1.77068], [1.98633, 3.68491, 5.16489], [-7.48881, -0.13419, -7.86442], [0.75916, -2.24249, 1.28239], [-1.37999, -3.27915, -3.04070], [2.12392, 2.05233, 0.46320], [-4.35247, -0.04087, -3.51025], [3.78638, 0.82970, 1.38531], [6.67052, 4.17413, 7.72920], [0.87507, -2.09136, -1.77132], [-5.84275, 2.26793, -4.08426], [-0.65187, -2.39338, 1.08333], [-0.54557, -1.77152, -1.38848], [1.77102, 1.64264, -0.86230], [3.04490, 3.78106, 5.75217], [5.61165, 4.04098, 7.15608], [4.33809, 3.57746, 5.03917], [5.50220, 3.05681, 3.00358], [0.31898, 1.97483, -1.20644], [3.14681, 4.62255, 9.93231], [-5.11310, -1.24387, -5.39097], [4.33626, 4.46013, 9.24309], [-5.15363, -3.50371, -6.99682], [0.81442, -5.11797, 1.99089], [-7.43013, 2.22875, -6.36831], [-0.37728, 0.79930, -1.89596], [-0.12367, -3.68613, -3.52225], [-1.34629, -1.91001, -2.67306], [-4.32408, -2.33696, -5.07181], [-0.58824, -0.33248, -0.87529], [-6.58755, 3.38150, -4.43192], [-6.68874, 1.10725, -6.02352], [-5.88580, 1.12855, -4.87841], [-6.77017, -0.10420, -6.89158], [4.31674, 4.19786, 7.87956], [1.06683, -3.33628, -2.60766], [1.93209, 4.52976, 9.26175], [3.09396, -3.76804, 0.46157], [2.61410, 1.04004, 1.22547], [-4.33235, -3.46366, -5.87382], [1.90606, 4.26421, 7.90363], [-0.99628, -2.80045, -0.33715], [5.55919, 3.71130, 5.70235], [3.09615, 4.09181, 7.20807], [4.31746, 3.25247, 3.69017], [2.56391, -3.08014, 3.37065], [6.74780, 3.52594, 5.00794], [-5.92855, -1.27935, -6.52058], [-5.95093, -2.41645, -7.31802], [-5.06237, -0.04976, -4.50151], [6.71890, 3.19820, 3.66257], [-7.37773, 3.36294, -5.57570], [-0.22048, 2.23152, -0.29471], [3.25163, -3.87775, 3.65566], [2.45719, 2.09848, -1.57334], [1.54702, -5.83745, 2.36339], [-1.34700, 1.12381, -2.26845], [0.04348, -3.29494, -4.53011], [-0.16298, -4.77096, -3.60205], [3.36503, 3.15716, 3.18850], [-3.70955, -4.31245, -5.62421], [-1.09640, -3.08760, 1.79758], [0.38072, -5.54303, 1.08757], [-1.56068, -0.20124, -0.40274], [3.13362, -2.15353, 3.29844], [0.05350, -5.02555, 2.76529], [-8.04402, 2.20272, -7.25749], [-5.22575, 2.27172, -3.19699], [-6.55419, 4.26729, -3.81221], [-3.70405, -2.27200, -4.18956], [7.68678, 3.63761, 5.53164], [-5.17259, -4.38634, -7.62161], [5.47768, 2.79440, 1.95542], [1.29528, -1.29131, -2.24338], [1.83986, 0.43513, 1.71523], [1.93295, -3.14635, -3.23872], [-0.55353, -3.76962, -0.56907], [0.14338, -0.23775, -0.07104], [4.06435, -3.87543, 0.94039], [0.29831, 2.86068, -1.83868], [-7.95508, 4.23597, -5.84781], [0.23234, 0.48860, -2.74987], [1.39714, -2.20390, -0.89447], [-0.86759, -1.36518, -3.49453], [1.92318, 0.55948, -0.94288], [-1.09797, -1.42543, 1.30049], [-2.07230, -2.94106, -0.44136], [1.84341, -2.97085, 4.18122], [1.34368, -4.14956, -1.94692], [0.96805, 4.18845, 7.37206], [2.87893, -4.66736, -0.11454], [3.16400, 4.82399, 10.99488], [7.64598, 3.05061, 3.12502], [-2.36112, -1.54538, -2.53424], [3.17096, -2.92398, -0.22564], [-6.59211, -2.43764, -8.18796], [5.28665, 4.53598, 9.75224], [1.00468, 4.66440, 9.80200]], "forces_ev_per_angstrom": [[0.6, -0.2, 0.2], [0.0, 0.0, 0.0], [0.0, 0.0, 0.0], [-0.3, -0.4, -0.5], [-0.1, 0.0, 0.1], [0.1, 0.1, -0.1], [0.0, 0.0, 0.0], [-1.0, 0.2, -0.2], [0.0, 0.0, 0.0], [0.5, -0.4, 0.1], [0.0, 0.1, 0.0], [0.0, 0.3, 0.3], [-0.6, 0.5, -0.2], [-0.3, -0.2, -0.1], [0.0, 0.0, 0.0], [0.0, 0.0, 0.0], [0.0, 0.0, 0.1], [0.1, 0.0, 0.0], [0.1, 0.1, -0.1], [0.0, 0.0, 0.0], [-0.1, 0.1, 0.1], [0.0, 0.0, 0.1], [0.0, 0.0, 0.0], [0.1, 0.2, 0.0], [0.0, 0.1, 0.0], [0.0, 0.1, 0.4], [0.0, -0.2, 0.0], [0.2, -0.5, -0.1], [0.2, -0.1, 0.0], [0.1, 0.0, 0.0], [0.0, 0.0, 0.0], [0.1, -0.1, 0.0], [0.0, -0.1, 0.0], [0.0, 0.0, 0.0], [0.0, 0.0, -0.1], [0.2, 0.1, -0.3], [0.0, 0.0, 0.0], [-0.6, 0.2, 0.1], [1.2, -0.3, 0.4], [-0.1, 0.0, 0.0], [0.0, 0.0, 0.1], [0.2, 0.2, -0.1], [-0.1, 0.0, 0.0], [0.1, 0.0, 0.0], [0.0, 0.0, -0.1], [-0.1, 0.1, 0.1], [0.1, 0.0, -0.1], [0.0, 0.1, 0.0], [0.0, -0.1, 0.0], [0.1, 0.0, 0.0], [0.0, 0.0, 0.0], [0.0, 0.0, 0.0], [0.0, 0.0, 0.1], [0.1, 0.0, 0.0], [0.1, 0.1, 0.1], [0.0, -0.1, 0.0], [0.0, -0.1, -0.3], [0.0, 0.2, 0.0], [0.0, 0.0, -0.1], [0.0, 0.0, 0.0], [0.0, 0.0, 0.0], [0.2, -0.2, 0.0], [-0.1, 0.0, 0.0], [-0.1, 0.1, 0.0], [0.0, 0.0, 0.0], [-0.1, -0.1, 0.0], [0.0, -0.1, 0.0], [0.0, -0.1, 0.0], [0.0, 0.0, 0.0], [0.0, -0.1, 0.0], [0.0, 0.0, 0.1], [0.0, 0.0, 0.0], [0.0, 0.0, 0.0], [-0.2, 0.1, -0.1], [-0.1, 0.0, 0.0], [0.1, 0.0, 0.1], [0.0, -0.1, 0.0], [0.0, 0.0, 0.1], [0.1, -0.1, 0.0], [-0.1, 0.0, 0.0], [0.0, 0.0, 0.0], [-0.1, 0.0, -0.1], [0.0, 0.0, 0.1], [-0.1, 0.3, 0.0], [0.1, -0.1, 0.0], [0.0, 0.0, 0.1], [-0.1, 0.1, 0.1], [-0.1, 0.0, 0.0], [-0.2, 0.0, 0.2], [0.0, 0.0, -0.1], [0.1, -0.1, -0.1], [0.0, 0.0, 0.0], [0.0, 0.0, 0.0], [-0.1, 0.0, 0.0], [0.2, 0.1, -0.1], [0.0, 0.1, 0.0], [0.0, 0.0, 0.0], [0.0, 0.0, 0.0]]}